# C26H26N4O4RuS2

A molecular structure, C26H26N4O4RuS2 (the ωB97M-V functional and the def2-TZVPD basis, the Open Molecules 2025 dataset).

Each line ends with the Mulliken charge.
Positions of all 63 atoms, in Å:
Ru 0.4957 -0.4852 -0.0571  0.971
O 0.3272 1.5887 -0.7400  -0.199
C 0.6764 2.7533 -0.3383  0.219
C 0.4447 3.8683 -1.1988  -0.613
C 0.8214 5.1436 -0.8612  -0.408
C 1.4497 5.4134 0.3605  -0.787
C 1.6802 4.3588 1.2137  -0.683
C 1.3144 3.0413 0.9023  0.625
C 1.5870 2.0383 1.9025  -0.336
N 1.2751 0.8045 1.8750  0.121
C 1.5799 0.0682 3.0999  -1.358
C 1.2524 -1.4031 2.8924  -0.113
N 0.0788 -1.4492 2.0605  0.383
C -0.9528 -2.0833 2.4389  -0.404
C -2.2016 -2.1267 1.7121  0.594
C -3.2195 -2.9534 2.2050  -0.642
C -4.4548 -3.0353 1.6032  -0.758
C -4.6857 -2.2552 0.4626  -0.419
C -3.7144 -1.4295 -0.0450  -0.501
C -2.4294 -1.3202 0.5576  0.117
O -1.5908 -0.4821 0.0617  -0.781
H -0.0555 3.6643 -2.1386  0.441
H 0.6233 5.9550 -1.5537  0.364
H 1.7423 6.4206 0.6261  0.371
H 2.1658 4.5364 2.1689  0.303
H 2.0942 2.4315 2.7954  0.189
H 0.9605 0.4654 3.9116  0.445
H 2.6307 0.1914 3.3803  0.508
H 1.1103 -1.9163 3.8522  0.453
H 2.0709 -1.8883 2.3628  -0.474
H -0.9209 -2.6436 3.3823  0.111
H -3.0103 -3.5396 3.0953  0.308
H -5.2266 -3.6810 2.0010  0.371
H -5.6476 -2.3080 -0.0365  0.369
H -3.8894 -0.8301 -0.9294  0.433
O 4.6133 -0.3451 -1.1386  -0.808
C 3.6179 -0.7511 -0.5206  0.286
O 2.5297 -0.0962 -0.4418  0.201
C 3.7509 -2.0559 0.2368  0.623
C 4.9997 -2.3456 0.7789  -0.691
C 5.2335 -3.5231 1.4686  -0.518
C 4.2028 -4.4462 1.5949  -0.668
C 2.9577 -4.1749 1.0592  -0.474
C 2.6969 -2.9762 0.3790  0.369
S 1.0926 -2.7688 -0.3157  -0.568
H 5.7908 -1.6226 0.6258  0.423
H 6.2086 -3.7249 1.8950  0.382
H 4.3677 -5.3783 2.1238  0.362
H 2.1475 -4.8862 1.1677  0.429
C 2.8780 1.5224 -3.5198  -0.907
N 1.6408 0.8500 -3.1474  0.100
C 1.3602 -0.4413 -3.0531  0.687
S -0.1743 -0.8242 -2.3287  -0.510
N 2.1120 -1.4675 -3.4588  -0.139
C 3.5327 -1.5357 -3.7904  -1.015
H 2.6364 2.5746 -3.6597  0.342
H 3.2580 1.1373 -4.4638  0.360
H 3.6277 1.4274 -2.7321  0.280
H 1.0059 1.3794 -2.5452  -0.099
H 1.6851 -2.3396 -3.1767  0.351
H 3.6973 -1.4486 -4.8666  0.297
H 3.8922 -2.5087 -3.4611  0.352
H 4.1054 -0.7935 -3.2507  0.333

The calculation puts the molecular weight at 623.722 g/mol. As for the total energy: -65790.3322 eV. As for the spin multiplicity: 2. The strongest force on any atom comes out at 0.5 eV/Å. The net charge is -1. For the HOMO-LUMO gap (spin up / spin down), the calculation gives 7.12 / 7.00 eV.